Entry 1:
Here is a cluster of 2 separate species, C2H9N3O in total at a distorted geometry from the OMol25 dataset. Energies are from ωB97M-V with the def2-TZVPD basis set.

Results
* energy above the lowest of the compared OMol25 structures with the same formula, charge and spin: 156.76 kJ/mol
* gap between HOMO and LUMO: 10.50 eV
* total energy: -321.07203 hartree
* HOMO level: -9.92 eV
* SMILES: [H]/N=C/N.NCO

CARTESIAN COORDINATES (ANGSTROEM)
H (-1.981, -0.708, 2.739)
N (-1.573, -1.637, 2.679)
C (-1.045, -1.741, 1.539)
N (-0.332, -2.910, 1.188)
H (-1.114, -0.960, 0.773)
H (0.653, -2.770, 1.380)
H (-0.411, -3.115, 0.202)
N (1.064, 2.246, -0.323)
C (0.883, 1.323, -1.368)
O (0.046, 1.906, -2.398)
H (1.571, 3.063, -0.637)
H (0.200, 2.539, 0.106)
H (1.831, 1.069, -1.835)
H (0.364, 0.443, -0.988)
H (-0.158, 1.253, -3.054)


Entry 2:
Here is a cluster of 5 separate species, C42H59F5O6 in total at a distorted geometry from the OMol25 dataset. Energies are from ωB97M-V with the def2-TZVPD basis set.

Results
* gap between HOMO and LUMO: 8.98 eV
* total energy: -2586.52546 hartree
* HOMO level: -9.52 eV
* SMILES: CC(C)Cc1cccc2c1C(=O)c1ccc(C(F)(F)c3cccc(C(F)(F)F)c3)cc1C2=O.CCOCC.CCOCC.CCOCC.CCOCC

CARTESIAN COORDINATES (ANGSTROEM)
C (-0.721, -1.741, 1.834)
C (0.782, -1.825, 2.150)
C (1.138, -3.318, 2.285)
C (1.709, -1.076, 1.145)
C (1.060, -0.707, -0.181)
C (1.294, -1.515, -1.277)
C (0.760, -1.257, -2.516)
C (-0.076, -0.167, -2.659)
C (-0.311, 0.636, -1.582)
C (0.256, 0.410, -0.333)
C (-0.040, 1.392, 0.780)
O (0.790, 1.742, 1.598)
C (-1.479, 1.870, 0.800)
C (-2.151, 2.082, 1.966)
C (-3.479, 2.474, 1.906)
C (-4.049, 2.647, 0.668)
C (-5.516, 3.027, 0.574)
F (-5.665, 3.980, -0.414)
F (-5.990, 3.589, 1.713)
C (-6.371, 1.840, 0.139)
C (-7.680, 2.019, -0.247)
C (-8.460, 0.976, -0.660)
C (-7.956, -0.306, -0.722)
C (-6.658, -0.495, -0.322)
C (-6.041, -1.880, -0.368)
F (-4.722, -1.878, -0.105)
F (-6.614, -2.733, 0.488)
F (-6.166, -2.353, -1.630)
C (-5.886, 0.554, 0.110)
C (-3.368, 2.459, -0.517)
C (-2.056, 2.070, -0.445)
C (-1.213, 1.841, -1.683)
O (-1.266, 2.581, -2.646)
H (-0.990, -2.333, 0.951)
H (-1.247, -2.225, 2.669)
H (-1.101, -0.718, 1.766)
H (0.970, -1.388, 3.139)
H (0.526, -3.719, 3.104)
H (0.834, -3.884, 1.395)
H (2.186, -3.497, 2.541)
H (2.175, -0.183, 1.564)
H (2.537, -1.754, 0.895)
H (1.947, -2.379, -1.178)
H (0.965, -1.874, -3.384)
H (-0.547, 0.098, -3.603)
H (-1.690, 1.941, 2.940)
H (-4.105, 2.647, 2.774)
H (-8.136, 3.006, -0.253)
H (-9.497, 1.112, -0.953)
H (-8.571, -1.126, -1.079)
H (-4.877, 0.307, 0.424)
H (-3.880, 2.621, -1.461)
C (6.075, -3.949, 6.759)
C (5.095, -4.331, 5.664)
O (4.413, -3.225, 5.097)
C (5.225, -2.238, 4.483)
C (6.063, -2.769, 3.332)
H (5.563, -3.407, 7.556)
H (6.538, -4.841, 7.182)
H (6.874, -3.306, 6.388)
H (4.323, -4.977, 6.085)
H (5.593, -4.914, 4.881)
H (5.855, -1.745, 5.231)
H (4.543, -1.477, 4.101)
H (6.771, -3.532, 3.659)
H (6.633, -1.959, 2.875)
H (5.423, -3.219, 2.571)
C (0.309, -0.355, -9.546)
C (0.560, -0.797, -8.113)
O (0.204, 0.172, -7.145)
C (-1.157, 0.572, -7.129)
C (-2.122, -0.568, -6.862)
H (0.852, 0.567, -9.760)
H (0.640, -1.127, -10.242)
H (-0.748, -0.166, -9.736)
H (1.627, -0.979, -7.979)
H (0.054, -1.747, -7.906)
H (-1.409, 1.091, -8.060)
H (-1.251, 1.308, -6.329)
H (-2.076, -1.335, -7.637)
H (-3.146, -0.195, -6.822)
H (-1.888, -1.050, -5.910)
C (-2.763, 4.516, -6.699)
C (-3.462, 3.828, -7.860)
O (-4.324, 2.776, -7.462)
C (-5.393, 3.133, -6.603)
C (-6.340, 4.162, -7.195)
H (-2.189, 3.793, -6.116)
H (-2.085, 5.286, -7.068)
H (-3.471, 4.994, -6.021)
H (-2.709, 3.376, -8.507)
H (-4.003, 4.556, -8.475)
H (-5.005, 3.472, -5.636)
H (-5.943, 2.211, -6.410)
H (-5.840, 5.109, -7.402)
H (-7.160, 4.361, -6.504)
H (-6.757, 3.799, -8.136)
C (9.776, 0.016, 9.515)
C (9.072, -0.673, 8.358)
O (8.227, -1.739, 8.754)
C (7.162, -1.407, 9.626)
C (6.194, -0.386, 9.052)
H (10.367, -0.704, 10.083)
H (10.439, 0.797, 9.141)
H (9.070, 0.480, 10.205)
H (9.820, -1.113, 7.697)
H (8.513, 0.052, 7.755)
H (7.554, -1.072, 10.593)
H (6.627, -2.339, 9.815)
H (6.678, 0.570, 8.850)
H (5.377, -0.206, 9.752)
H (5.774, -0.747, 8.111)


Entry 3:
Here is a structure of composition C22H42GdNOP3S at a distorted geometry from the OMol25 dataset. Energies are from ωB97M-V with the def2-TZVPD basis set.

Results
* energy above the lowest of the compared OMol25 structures with the same formula, charge and spin: 485.85 kJ/mol
* gap between HOMO and LUMO (spin up / spin down): 7.37 / 4.49 eV
* net charge: +3
* total energy: -3180.22529 hartree
* 2S+1: 8
* HOMO level (spin up / spin down): -16.81 / -16.66 eV

CARTESIAN COORDINATES (ANGSTROEM)
Gd (-0.750, 0.643, -0.079)
P (1.233, -0.704, 1.868)
P (1.505, 2.467, 0.393)
P (-1.138, -2.413, 0.079)
H (-0.738, 2.882, -6.614)
C (-1.636, 2.308, -6.355)
C (-2.464, 2.666, -5.370)
H (-2.259, 3.525, -4.714)
C (2.632, -1.511, 0.969)
C (2.216, 0.291, 3.041)
C (0.796, -2.041, 3.034)
C (1.143, 3.581, -1.033)
C (2.055, 3.685, 1.641)
C (3.150, 1.830, -0.148)
C (-2.293, -2.549, -1.346)
C (-1.915, -3.632, 1.220)
C (0.217, -3.494, -0.555)
H (-1.918, 1.503, -7.060)
H (-3.459, 2.184, -5.304)
H (3.368, -1.856, 1.712)
H (3.097, -0.787, 0.288)
H (2.275, -2.359, 0.374)
H (3.074, -0.291, 3.409)
H (1.594, 0.574, 3.898)
H (2.590, 1.214, 2.580)
H (1.678, -2.672, 3.217)
H (-0.020, -2.667, 2.658)
H (0.475, -1.603, 3.987)
H (1.904, 4.374, -1.073)
H (0.150, 4.039, -0.902)
H (1.138, 3.010, -1.974)
H (3.105, 3.968, 1.477)
H (1.956, 3.284, 2.657)
H (1.429, 4.583, 1.570)
H (3.816, 2.681, -0.353)
H (3.022, 1.231, -1.058)
H (3.615, 1.204, 0.622)
H (-2.560, -3.610, -1.474)
H (-1.820, -2.170, -2.265)
H (-3.202, -1.963, -1.147)
H (-2.525, -4.344, 0.647)
H (-2.566, -3.109, 1.932)
H (-1.162, -4.198, 1.783)
H (-0.208, -4.273, -1.201)
H (0.745, -3.972, 0.281)
H (0.923, -2.892, -1.136)
C (-0.700, 0.465, -3.352)
C (0.497, 0.097, -4.015)
C (0.437, -0.863, -5.031)
C (-0.823, -1.341, -5.441)
C (-2.005, -0.838, -4.897)
C (-1.964, 0.119, -3.901)
O (-0.671, 1.111, -2.196)
H (0.756, -0.261, -1.091)
H (1.434, 0.509, -3.620)
H (1.362, -1.236, -5.488)
H (-0.931, -2.121, -6.212)
H (-2.963, -1.198, -5.285)
H (-2.828, 0.662, -3.523)
S (-2.396, 0.760, 2.190)
C (-1.686, 0.702, 3.754)
N (-2.129, -0.277, 4.630)
C (-1.557, -0.522, 5.855)
C (-0.520, 0.279, 6.275)
C (-0.121, 1.370, 5.486)
C (-0.744, 1.605, 4.258)
H (-2.912, -0.839, 4.316)
H (-1.987, -1.353, 6.427)
H (-0.001, 0.058, 7.213)
H (0.661, 2.047, 5.838)
H (-0.475, 2.450, 3.635)


Entry 4:
Here is a cluster of 2 separate species, C5H11NO2 in total at a distorted geometry from the OMol25 dataset. Energies are from ωB97M-V with the def2-TZVPD basis set.

Results
* energy above the lowest of the compared OMol25 structures with the same formula, charge and spin: 353.07 kJ/mol
* gap between HOMO and LUMO: 9.98 eV
* total energy: -402.24366 hartree
* HOMO level: -9.58 eV
* SMILES: C[C@@H](O)C=O.[H]/N=C\C

CARTESIAN COORDINATES (ANGSTROEM)
C (-1.794, 1.138, 0.496)
C (-1.678, 0.188, -0.683)
O (-2.300, 0.766, -1.793)
C (-0.190, -0.395, -1.241)
O (0.529, 0.393, -1.863)
H (-0.886, 1.736, 0.615)
H (-2.648, 1.816, 0.401)
H (-1.964, 0.568, 1.414)
H (-2.182, -0.759, -0.457)
H (-1.622, 1.188, -2.363)
H (-0.273, -1.462, -1.486)
H (1.760, -2.310, 1.808)
N (0.912, -1.898, 1.401)
C (1.165, -0.810, 0.788)
C (2.483, -0.130, 0.677)
H (0.141, -0.213, 0.387)
H (3.268, -0.812, 0.339)
H (2.793, 0.323, 1.623)
H (2.486, 0.674, -0.062)